Formula: C15H27O9S
Source: OMol25
Level of theory: ωB97M-V/def2-TZVPD

Computed properties:
Frontier orbital gap in eV: 7.2
Electronic energy in Ha: -1663.03027
Total charge: -1
HOMO in Eh: -0.1722

Atoms and positions in Å:
O  1.87  0.82  3.07
C  1.65  2.08  3.12
O  2.54  2.98  3.72
C  0.32  2.71  2.41
C  -0.38  3.44  3.67
O  -1.21  2.36  4.22
S  -1.99  1.85  2.80
O  -2.83  2.87  2.08
O  -2.78  0.66  3.26
O  -0.57  1.63  1.93
H  0.54  3.37  1.50
H  0.27  3.80  4.53
H  -0.95  4.35  3.25
C  2.16  -2.09  -1.27
C  1.07  -1.39  -0.49
C  1.74  -0.08  -0.12
O  2.67  0.22  -1.17
C  2.81  -0.93  -2.00
H  1.79  -2.87  -1.94
H  2.88  -2.54  -0.58
H  0.21  -1.20  -1.14
H  0.72  -1.95  0.38
H  2.30  -0.17  0.82
H  1.02  0.74  -0.01
H  2.30  -0.73  -2.95
H  3.87  -1.11  -2.20
C  -1.87  5.48  -1.93
C  -1.49  4.28  -2.77
C  -0.74  3.42  -1.77
O  -1.31  3.69  -0.48
C  -2.15  4.85  -0.58
H  -2.71  6.05  -2.32
H  -1.01  6.16  -1.84
H  -2.39  3.77  -3.10
H  -0.89  4.53  -3.64
H  0.32  3.69  -1.73
H  -0.82  2.36  -1.99
H  -3.19  4.51  -0.52
H  -1.96  5.52  0.26
C  0.06  -6.94  -0.64
C  -1.04  -6.24  0.14
C  -0.37  -4.93  0.51
O  0.56  -4.62  -0.54
C  0.71  -5.78  -1.37
H  -0.31  -7.71  -1.31
H  0.77  -7.39  0.05
H  -1.89  -6.05  -0.51
H  -1.38  -6.80  1.01
H  0.20  -5.02  1.44
H  -1.09  -4.11  0.61
H  0.20  -5.57  -2.32
H  1.77  -5.95  -1.58

Atomic partial charges in e from the natural (NBO) method, atoms 1 to 4: number 1, O, carries -0.717; number 2, C, carries 0.720; number 3, O, carries -0.823; number 4, C, carries -0.057



Formula: C15H28CoN5O4SSe3
Source: OMol25
Level of theory: ωB97M-V/def2-TZVPD

Computed properties:
Multiplicity: 5
Frontier orbital gap (spin up / spin down) in eV: 6.4 / 4.0
Electronic energy in Ha: -10148.35213
Expectation value of S²: 6.01
HOMO (spin up / spin down) in Eh: -0.2210 / -0.2206

Atoms and positions in Å:
Co  0.67  1.17  -0.32
N  1.11  2.00  1.69
C  0.68  1.00  2.68
C  -0.53  0.22  2.12
O  -1.45  -0.12  2.88
O  -0.51  0.04  0.86
H  2.06  2.29  1.85
H  0.52  2.82  1.78
H  0.42  1.44  3.65
H  1.48  0.27  2.83
O  1.63  2.73  -5.66
C  1.97  3.50  -4.52
C  1.54  2.75  -3.24
C  2.07  3.61  -2.07
O  1.40  3.44  -0.83
C  2.23  1.38  -3.28
Se  2.36  0.32  -1.60
C  0.00  2.67  -3.31
Se  -1.09  1.92  -1.82
H  1.93  3.19  -6.45
H  1.46  4.47  -4.55
H  3.05  3.68  -4.48
H  2.02  4.67  -2.37
H  3.11  3.35  -1.88
H  0.49  3.75  -0.93
H  3.27  1.52  -3.60
H  1.75  0.74  -4.01
H  -0.26  2.06  -4.17
H  -0.39  3.68  -3.48
S  2.41  -1.72  1.29
C  3.69  -2.74  1.43
N  4.57  -3.06  0.45
C  5.67  -3.87  0.93
C  5.12  -4.39  2.27
N  4.07  -3.42  2.55
H  4.59  -2.52  -0.40
H  6.58  -3.27  1.08
H  5.90  -4.68  0.24
H  5.88  -4.39  3.05
H  4.72  -5.40  2.17
H  3.41  -3.55  3.29
C  -5.03  1.71  -1.40
N  -5.41  1.65  0.00
C  -6.49  2.24  0.61
C  -6.44  1.92  1.92
N  -5.33  1.12  2.10
C  -4.84  0.55  3.34
C  -4.70  0.95  0.91
Se  -3.10  0.09  0.63
H  -5.77  2.28  -1.95
H  -4.96  0.70  -1.81
H  -4.05  2.18  -1.51
H  -7.19  2.85  0.07
H  -7.09  2.20  2.73
H  -5.68  0.42  4.03
H  -4.09  1.20  3.80
H  -4.37  -0.41  3.14

Atomic partial charges in e from the natural (NBO) method, atoms 1 to 4: number 1, Co, carries 1.243; number 2, N, carries -0.870; number 3, C, carries -0.351; number 4, C, carries 0.785



Formula: C15H28GeIMoNO2Se3
Source: OMol25
Level of theory: ωB97M-V/def2-TZVPD

Computed properties:
Multiplicity: 3
Relative energy (zero: lowest compared OMol25 entry of this formula, charge and spin) in kcal per mole: 8.52
Frontier orbital gap (spin up / spin down) in eV: 6.6 / 7.1
Electronic energy in Ha: -10440.13717
Total charge: +2
Expectation value of S²: 2.04
HOMO (spin up / spin down) in Eh: -0.5187 / -0.5353

Atoms and positions in Å:
Mo  0.95  -0.05  0.10
O  1.67  1.71  -1.31
C  2.47  2.85  -0.93
C  3.17  2.65  0.40
C  4.15  3.84  0.54
O  4.71  3.78  1.83
C  4.07  1.40  0.39
Se  3.25  -0.37  0.58
C  2.22  2.76  1.60
Se  0.52  1.75  1.60
H  1.81  1.53  -2.24
H  1.82  3.72  -0.89
H  3.23  3.01  -1.70
H  3.60  4.78  0.38
H  4.92  3.76  -0.24
H  5.28  4.54  1.98
H  4.77  1.46  1.22
H  4.65  1.38  -0.53
H  1.91  3.79  1.72
H  2.73  2.46  2.52
C  -3.93  -1.24  -2.96
Ge  -3.79  -1.31  -1.00
C  -5.17  -0.32  -0.03
C  -3.44  -3.13  -0.38
C  -2.07  -0.30  -0.48
Se  -0.67  -0.45  -1.84
C  -1.07  1.22  -2.75
H  -4.62  -2.02  -3.28
H  -2.97  -1.43  -3.44
H  -4.32  -0.28  -3.30
H  -6.14  -0.77  -0.24
H  -5.20  0.73  -0.34
H  -5.00  -0.36  1.04
H  -4.22  -3.80  -0.76
H  -3.44  -3.20  0.70
H  -2.48  -3.49  -0.77
H  -1.73  -0.76  0.45
H  -2.24  0.76  -0.30
H  -2.12  1.18  -3.03
H  -0.45  1.29  -3.65
H  -0.88  2.06  -2.09
I  -0.27  -3.02  5.16
C  0.14  -3.05  3.11
C  0.29  -4.24  2.40
C  0.54  -4.17  1.04
C  0.66  -2.94  0.44
N  0.53  -1.79  1.12
C  0.27  -1.85  2.44
H  0.21  -5.20  2.90
H  0.64  -5.08  0.45
H  0.88  -2.86  -0.62
H  0.16  -0.91  2.96

Atomic partial charges in e from the natural (NBO) method, atoms 1 to 4: number 1, Mo, carries 0.550; number 2, O, carries -0.716; number 3, C, carries -0.064; number 4, C, carries -0.142